[1]
C4H13NO3 | ωB97M-V/def2-TZVPD

Summary:
HOMO-LUMO gap = 10.43 eV
Total charge = 0
Lowest unoccupied orbital energy = 0.416 eV
E_tot = -440.5690 Eh
ΔE to the lowest compared entry with this formula, charge and spin = 91.8 kcal per mole
HOMO = -10.0 eV

Atoms and positions in Å:
C 0.39662 1.58154 -0.94954
O -0.32252 2.55917 -1.70363
C -0.50323 0.40016 -0.67138
C 0.29582 -0.80480 -0.17532
C -0.63087 -2.08779 -0.10482
O -0.12254 -3.13416 0.81932
N -1.66977 0.62208 0.10820
H 1.21923 1.31627 -1.72388
H 0.72040 2.18621 -0.09471
H -1.25078 2.84663 -1.28540
H -0.94502 0.08750 -1.76191
H 0.70526 -0.75106 0.82386
H 1.21422 -0.77066 -0.69251
H -0.68843 -2.62440 -1.06978
H -1.76341 -1.94473 0.05322
H -1.44106 0.18174 0.95892
H 0.10757 -2.88899 1.78315
H -1.68107 1.66878 0.40979
H 1.45909 0.44023 1.36545
H 1.81003 1.17715 2.65351
O 2.30410 0.59824 2.03795

[2]
C53H47HgN6O2P2 | ωB97M-V/def2-TZVPD

Summary:
2S+1 = 2
HOMO-LUMO gap (alpha / beta) = 2.08 / 4.36 eV
Total charge = -2
Lowest unoccupied orbital energy (alpha / beta) = 3.727 / 3.726 eV
E_tot = -3362.7604 Eh
ΔE to the lowest compared entry with this formula, charge and spin = 12.8 kcal per mole
HOMO (alpha / beta) = 1.6 / -0.6 eV

Atoms and positions in Å:
Hg 0.39214 0.08888 0.29114
O 2.47267 1.19790 2.35009
C 2.07417 1.93435 3.29121
C 2.93038 3.08926 3.74282
C 2.44723 3.99996 4.63267
C 1.20766 3.83517 5.27122
C 0.45717 2.72112 5.08194
C 0.90321 1.76121 4.08353
C 0.04507 0.65441 4.07860
N 0.05353 -0.37494 3.28409
N -0.59193 -1.44720 3.56397
C -0.97103 -2.15682 2.48459
O -0.65206 -1.89201 1.30306
C -1.80222 -3.40243 2.82444
C -1.92086 -4.17576 1.67078
C -2.48662 -5.42516 1.77142
C -2.94410 -5.88206 2.98853
C -2.88206 -5.09566 4.15757
C -2.24716 -3.80977 4.08791
H 3.89766 3.21194 3.17726
H 3.10074 4.90724 4.87299
H 0.88512 4.63128 5.93571
H -0.44121 2.47376 5.69472
H -0.47916 0.51801 5.01606
H -1.57225 -3.77161 0.72464
H -2.63376 -6.00043 0.91024
H -3.44761 -6.86129 3.05633
H -3.22183 -5.39756 5.13555
H -2.25630 -3.15297 4.93073
N 2.48702 -1.76557 2.31012
C 3.12775 -2.66527 1.45919
C 3.94148 -3.61708 2.05615
C 4.60836 -4.56709 1.33152
C 4.24162 -4.70416 -0.05205
C 3.68635 -3.62146 -0.70403
C 3.05546 -2.60881 0.05557
P 2.15969 -1.28047 -0.80105
C 3.45578 -0.20912 -1.61647
C 4.76726 -0.40730 -1.20385
C 5.81603 0.35721 -1.82585
C 5.46208 1.35443 -2.71002
C 4.11097 1.60882 -2.96456
C 3.13502 0.76713 -2.56167
C 1.38598 -2.14682 -2.16978
C 1.38995 -1.76915 -3.49883
C 0.74977 -2.60441 -4.42575
C 0.07993 -3.75768 -4.06862
C 0.04918 -4.14667 -2.73538
C 0.71433 -3.39217 -1.80514
H 2.24867 -2.06846 3.21087
H 2.64359 -0.77324 2.26077
H 3.93625 -3.66370 3.13436
H 5.35922 -5.22389 1.87257
H 4.33712 -5.65256 -0.62636
H 3.63203 -3.59808 -1.77597
H 5.00310 -1.15498 -0.47541
H 6.86513 0.07228 -1.68818
H 6.26160 1.90413 -3.20566
H 3.77221 2.43303 -3.60345
H 2.12492 0.83032 -2.98432
H 1.93475 -0.89458 -3.82201
H 0.85616 -2.19969 -5.43816
H -0.48181 -4.30967 -4.79578
H -0.37339 -5.05891 -2.36403
H 0.67955 -3.64828 -0.74219
N -0.55894 1.99670 0.63785
P -0.89858 3.07217 -0.51190
C 0.11323 4.51536 -0.36406
C -0.38267 5.82746 -0.50285
C 0.46327 6.91982 -0.16375
C 1.80960 6.70649 0.03900
C 2.33349 5.46900 -0.08367
C 1.52590 4.39727 -0.37137
C -0.68266 2.43973 -2.14597
C -1.27178 1.22510 -2.41937
C -1.32107 0.76294 -3.74976
C -0.92307 1.59535 -4.77977
C -0.30943 2.80128 -4.50428
C -0.14391 3.23031 -3.17768
C -2.61360 3.50089 -0.03836
C -2.85719 3.62118 1.32371
C -4.17618 3.57884 1.81693
C -5.28420 3.40396 0.98613
C -5.02157 3.40259 -0.35246
C -3.73620 3.42956 -0.89859
H -1.40319 6.03107 -0.71718
H -0.03245 7.94298 -0.04997
H 2.49246 7.51613 0.17581
H 3.37682 5.24750 0.08995
H 1.94168 3.41070 -0.58029
H -1.79564 0.70633 -1.60515
H -1.60304 -0.26275 -3.90235
H -1.02300 1.21787 -5.76751
H 0.11683 3.47105 -5.29794
H 0.42577 4.08716 -2.98724
H -2.04143 3.71756 2.05024
H -4.32377 3.58166 2.91160
H -6.28978 3.38599 1.31541
H -5.88690 3.31037 -1.01530
H -3.51060 3.42521 -1.96592
C -4.45766 -4.20061 -1.51973
N -4.77480 -2.81893 -1.62256
C -6.04354 -2.18322 -1.28590
C -3.80539 -2.04307 -2.07103
N -2.80109 -1.50384 -2.37900
H -3.88350 -4.49983 -2.36321
H -5.35164 -4.81766 -1.41918
H -3.85374 -4.45393 -0.58356
H -6.83974 -2.94186 -1.39523
H -6.22172 -1.33781 -1.97833
H -6.01507 -1.88103 -0.21655

[3]
C32H24N2O3PZn | ωB97M-V/def2-TZVPD

Summary:
HOMO-LUMO gap = 7.29 eV
Total charge = -1
Lowest unoccupied orbital energy = 2.774 eV
E_tot = -3689.8640 Eh
HOMO = -4.5 eV

Atoms and positions in Å:
Zn -0.03720 -0.40884 -2.17907
O 3.54796 3.62970 -1.36420
C 4.28051 2.53303 -1.09735
C 5.61830 2.70027 -0.74441
C 6.38803 1.60558 -0.38860
C 5.84143 0.32568 -0.38355
C 4.52589 0.15334 -0.78729
C 3.73933 1.23756 -1.16207
C 2.34923 0.98443 -1.64632
O 2.07112 -0.15539 -2.12854
N 1.51260 2.00054 -1.49624
N 0.23236 1.64268 -1.88309
C -0.67662 2.52654 -1.73836
C -2.08524 2.31547 -2.00820
C -2.96476 3.35711 -1.67600
C -4.32708 3.25389 -1.84245
C -4.84119 2.06022 -2.37124
C -4.00812 1.02193 -2.71522
C -2.59772 1.09484 -2.54736
O -1.86309 0.08402 -2.87946
H 2.60934 3.31440 -1.47302
H 6.03047 3.70241 -0.74116
H 7.42394 1.75306 -0.10723
H 6.43676 -0.52548 -0.07919
H 4.07962 -0.83294 -0.83399
H -0.37605 3.50501 -1.35870
H -2.54042 4.26884 -1.26535
H -4.98475 4.06801 -1.56745
H -5.91195 1.95369 -2.51219
H -4.39827 0.09338 -3.11666
C 1.40638 -1.24605 5.00165
C 2.22588 -0.69139 4.02817
C 1.75810 -0.55138 2.72574
C 0.47232 -0.97144 2.38070
C -0.34294 -1.52257 3.36912
C 0.12125 -1.66100 4.67009
P -0.04590 -0.73626 0.63248
C -1.84401 -0.42514 0.84312
C -2.21425 0.79021 1.42601
C -3.55049 1.13306 1.56176
C -4.53799 0.27168 1.09319
C -4.17809 -0.92132 0.48549
C -2.83721 -1.27047 0.36017
C 0.00333 -2.39475 -0.11978
C 0.15619 -3.59189 0.57754
C 0.24767 -4.78589 -0.12592
C 0.17204 -4.76675 -1.51305
C 0.01159 -3.56467 -2.19481
C -0.05844 -2.33591 -1.53216
H 1.76536 -1.35209 6.01883
H 3.22559 -0.35742 4.28137
H 2.39087 -0.10780 1.96285
H -1.35049 -1.83584 3.11656
H -0.52167 -2.09175 5.42956
H -1.44082 1.47838 1.75393
H -3.82674 2.08193 2.00756
H -5.58263 0.54376 1.18413
H -4.94447 -1.57942 0.09135
H -2.55833 -2.19090 -0.13825
H 0.21115 -3.59790 1.66038
H 0.38340 -5.72193 0.40323
H 0.25002 -5.69630 -2.06726
H -0.04108 -3.59378 -3.27980

[4]
C22H24AsCaClF4IN3O2 | ωB97M-V/def2-TZVPD

Summary:
HOMO-LUMO gap = 6.44 eV
Total charge = 0
Lowest unoccupied orbital energy = -0.214 eV
E_tot = -5238.3168 Eh
ΔE to the lowest compared entry with this formula, charge and spin = 5.4 kcal per mole
HOMO = -6.6 eV

Atoms and positions in Å:
Ca 0.06254 0.04817 0.74545
C -2.53836 2.18016 1.93639
N -2.30094 0.76124 1.72479
C -3.28750 0.22650 0.78456
C -2.37954 0.04187 3.01805
C -1.64834 -1.29078 3.02997
N -0.24963 -1.03319 2.76209
C 0.63415 -2.03219 2.65709
C 1.93235 -1.75154 2.15132
F 2.22554 -0.44509 1.79799
C 2.91965 -2.68800 1.97290
F 4.10255 -2.28179 1.47632
C 2.72110 -4.01873 2.28132
C 1.46998 -4.33800 2.78118
F 1.20965 -5.61354 3.11144
C 0.47209 -3.40786 2.96547
F -0.69842 -3.83857 3.48624
H -3.52046 2.37059 2.39532
H -2.50778 2.70413 0.97809
H -1.76778 2.59621 2.58662
H -4.31284 0.40172 1.14196
H -3.12832 -0.84010 0.63954
H -3.17141 0.70796 -0.18898
H -3.43730 -0.09827 3.28750
H -1.92629 0.68412 3.77590
H -2.10093 -1.97266 2.29562
H -1.82908 -1.74374 4.01159
H 3.48853 -4.76303 2.14230
Cl 0.68212 -2.98141 -5.87924
C 0.22108 -2.56482 -4.25073
C -0.95254 -3.03141 -3.73738
C -1.35532 -2.71115 -2.42771
I -3.15870 -3.44182 -1.71578
C -0.59004 -1.90744 -1.59121
O -0.90720 -1.58334 -0.39341
C 0.65971 -1.41883 -2.15611
N 1.41513 -0.63767 -1.33966
C 2.56078 -0.17729 -1.78031
C 3.05374 -0.44445 -3.06907
C 2.30541 -1.22124 -3.91012
C 1.07084 -1.74010 -3.46756
H -1.58557 -3.65951 -4.34944
H 3.13716 0.42566 -1.08514
H 4.01273 -0.04690 -3.37146
H 2.64818 -1.45350 -4.90912
C 0.36349 5.05873 0.66535
As 0.45061 3.66268 -0.64902
C 2.05728 3.88666 -1.66659
C -1.05633 3.86764 -1.81808
O 0.44648 2.16199 0.04937
H -0.02141 5.97319 0.21611
H 1.35411 5.24016 1.07692
H -0.30296 4.73131 1.46112
H 2.08010 4.86298 -2.14912
H 2.10860 3.09950 -2.41689
H 2.90171 3.78968 -0.98640
H -0.99929 4.81584 -2.35113
H -1.96444 3.83634 -1.21811
H -1.06866 3.04293 -2.52815

[5]
C4H8N2O | ωB97M-V/def2-TZVPD

Summary:
HOMO-LUMO gap = 10.31 eV
Total charge = 0
Lowest unoccupied orbital energy = 0.984 eV
E_tot = -341.9415 Eh
ΔE to the lowest compared entry with this formula, charge and spin = 39.0 kcal per mole
HOMO = -9.3 eV

Atoms and positions in Å:
N 2.01771 0.37190 -1.01765
C 1.83591 -0.56562 -0.05715
O 2.69250 -1.33980 0.33353
C 0.44138 -0.56208 0.57121
N -0.50614 0.25869 -0.17564
C -1.54563 0.97142 0.54383
C -1.87609 -0.19965 -0.30343
H 2.88605 0.37935 -1.52783
H 1.20514 0.86967 -1.35404
H 0.12391 -1.60953 0.63743
H 0.56246 -0.19844 1.59969
H -1.60698 0.83326 1.62437
H -1.74501 1.98421 0.19819
H -2.15501 -1.11980 0.21120
H -2.33021 -0.07358 -1.28371

[6]
C4H10N2O | ωB97M-V/def2-TZVPD

Summary:
HOMO-LUMO gap = 10.15 eV
Total charge = 0
Lowest unoccupied orbital energy = 0.901 eV
E_tot = -343.1177 Eh
ΔE to the lowest compared entry with this formula, charge and spin = 52.6 kcal per mole
HOMO = -9.3 eV

Atoms and positions in Å:
C 1.68938 -1.03930 0.64048
N 1.14738 -0.50750 -0.68323
C -1.12724 -1.53197 -0.12911
C -0.32986 -0.36787 -0.61321
C -0.66002 0.98056 -0.04891
N 0.40009 1.83208 -0.15724
O -1.49830 1.04185 0.86478
H 1.42706 -2.08943 1.00644
H 1.20194 -0.43817 1.40601
H 2.84001 -0.81671 0.59328
H 1.36091 -1.06512 -1.51203
H -0.87715 -1.55004 0.97494
H -2.16796 -1.15781 -0.15027
H -1.09567 -2.48537 -0.65912
H -0.66300 -0.41928 -1.71600
H 1.30181 1.34826 -0.20421
H 0.39265 2.81836 0.13051